(1)
C10H9Cl7MgNO8P2Se | the ωB97M-V functional and the def2-TZVPD basis

The geometry in XYZ format:
```
39
Properties=species:S:1:pos:R:3:forces:R:3:nbo_charge:R:1
Mg 7.668 -13.186 4.673 -0.10 -0.06 0.92 1.813
Cl 13.291 -18.019 3.053 0.34 -0.40 -0.02 0.037
C 11.991 -16.979 3.413 -1.61 0.76 -0.01 -0.146
C 10.648 -17.312 3.044 1.23 1.13 0.68 -0.078
Cl 10.384 -18.839 2.329 -0.24 -0.34 -0.19 0.045
C 9.602 -16.407 3.253 0.05 -0.15 0.25 -0.127
Cl 7.995 -16.915 2.839 0.11 0.41 -0.01 0.027
C 9.784 -15.089 3.795 2.27 -0.58 -0.95 0.372
O 8.904 -14.171 3.711 0.14 -0.08 -0.33 -0.923
C 11.150 -14.837 4.244 -0.52 -0.56 -0.33 -0.140
Cl 11.460 -13.308 4.999 -0.13 -0.13 -0.15 0.020
C 12.213 -15.749 4.049 -0.99 -0.04 0.30 -0.066
Cl 13.779 -15.428 4.726 -0.21 0.14 -0.25 0.025
C 3.544 -10.583 5.196 -0.72 -0.10 1.12 -0.653
C 4.906 -10.567 4.525 0.31 -1.50 -0.20 -0.381
O 4.949 -9.400 3.700 1.04 -0.62 -0.13 -0.740
P 6.361 -10.614 5.849 0.19 0.81 -0.48 2.307
O 5.776 -11.035 7.231 -0.07 -0.46 -0.47 -1.028
O 6.697 -9.048 6.038 -0.17 -0.12 -0.68 -0.980
O 7.678 -11.315 5.520 -1.44 -0.45 -0.71 -1.219
P 4.989 -12.196 3.445 0.49 2.07 0.41 2.336
O 6.038 -11.572 2.277 -1.65 -0.70 -0.93 -1.037
O 3.647 -12.454 2.908 0.09 -0.26 -0.39 -1.111
O 5.770 -13.226 4.226 0.20 0.19 -0.09 -1.264
H 3.432 -9.830 5.988 0.19 0.25 -0.43 0.215
H 3.340 -11.501 5.744 0.39 -0.37 -0.08 0.234
H 2.691 -10.516 4.499 0.79 0.22 -0.09 0.244
H 5.452 -9.672 2.904 -0.27 0.23 0.41 0.492
H 5.786 -12.064 7.399 0.12 0.56 0.22 0.538
H 6.877 -8.628 5.161 -0.34 -0.45 0.91 0.514
H 5.553 -11.668 1.402 0.92 0.14 1.44 0.510
Se 8.373 -15.076 6.629 -0.24 0.07 0.11 -0.320
C 6.934 -14.254 7.332 -1.43 1.08 0.99 0.079
N 6.030 -13.637 7.773 1.25 -0.74 -0.86 -0.598
Cl 5.271 -14.941 -0.874 -0.12 -1.10 0.00 -0.016
C 5.053 -16.682 -1.253 0.00 -0.84 -0.44 -0.385
Cl 5.612 -17.884 -0.030 -0.09 0.80 -0.13 -0.033
H 5.621 -16.945 -2.154 -0.13 0.51 0.36 0.216
H 4.001 -16.946 -1.429 0.35 0.64 0.23 0.219
```
Forces are in eV/Å.

The charge is -1. The value obtained for the maximum force is 0.0491 Eh/bohr. The orbital gap comes out at 7.749 eV. The value obtained for the energy above the lowest of the compared OMol25 structures with the same formula, charge and spin is 13.2 kcal/mol.



(2)
C6H9NO | the ωB97M-V functional and the def2-TZVPD basis

The geometry in XYZ format:
```
17
Properties=species:S:1:pos:R:3:forces:R:3:nbo_charge:R:1
C 0.153 1.807 -2.027 0.66 -0.43 -0.18 0.406
C -1.120 1.070 -1.902 -0.59 0.22 0.41 -0.348
C -1.513 0.508 -0.757 0.46 -0.11 -0.29 -0.256
O 1.016 1.873 -1.178 -0.42 0.07 -0.11 -0.543
H 0.343 2.247 -3.026 -0.11 0.15 0.12 0.112
H -1.778 1.085 -2.764 0.11 -0.05 -0.04 0.209
H -2.453 -0.018 -0.662 -0.03 0.07 -0.04 0.204
H -0.848 0.505 0.096 -0.07 0.09 0.12 0.218
C -0.217 -1.747 2.223 0.08 -0.59 -0.68 -0.100
C 1.580 0.415 1.388 -0.42 0.33 1.32 0.022
C -0.024 -2.300 1.144 -0.41 0.03 1.00 -0.391
N 1.000 0.195 2.388 0.43 0.12 -0.91 -0.379
H -0.524 -1.495 3.207 0.04 0.16 0.02 0.247
H 1.432 -0.686 0.225 -0.51 -0.93 -0.09 -0.010
H 2.185 1.096 0.821 0.02 -0.15 -0.21 0.259
H -0.173 -3.132 0.491 0.08 0.11 -0.19 0.256
H 0.942 -1.421 0.334 0.65 0.91 -0.27 0.094
```
Forces are in eV/Å.

The charge is 0. The value obtained for the maximum force is 0.0277 Eh/bohr. The orbital gap comes out at 9.312 eV. The value obtained for the energy above the lowest of the compared OMol25 structures with the same formula, charge and spin is 159.4 kcal/mol.



(3)
C14H51N23O14S | the ωB97M-V functional and the def2-TZVPD basis

The geometry in XYZ format:
```
103
Properties=species:S:1:pos:R:3:forces:R:3:mulliken_charge:R:1
C 2.846 1.205 -0.756 -0.51 0.07 0.14 -1.245
C 1.996 0.035 -0.342 0.14 0.21 -0.07 0.340
N 2.170 -0.640 0.715 -0.11 -0.12 0.10 -0.563
C 0.891 -0.356 -1.294 -0.11 0.06 0.14 -0.268
O 0.028 0.754 -1.667 -0.08 -0.23 0.34 -0.386
S -0.446 1.583 -0.325 0.96 0.08 0.69 0.934
O -0.530 2.934 -0.806 -0.56 0.31 -0.27 -0.720
O -1.954 1.052 -0.063 0.10 -0.30 -0.28 -0.474
H 3.486 1.500 0.070 0.26 0.02 -0.07 0.443
H 3.414 0.973 -1.654 0.15 -0.06 -0.01 0.302
H 2.204 2.050 -1.003 0.04 0.12 -0.06 0.321
H 2.961 -0.250 1.227 0.06 -0.14 0.07 0.230
H 1.361 -0.695 -2.214 -0.24 -0.10 -0.21 0.422
H 0.284 -1.145 -0.855 0.15 -0.23 0.04 0.245
H -1.869 0.514 0.750 -0.05 0.07 0.07 0.324
C 0.220 6.801 0.579 -0.15 0.03 -0.11 0.704
O 1.430 6.700 0.502 0.03 0.03 0.05 -0.655
N -0.632 5.750 0.425 0.18 0.00 0.19 -0.217
N -0.390 8.009 0.840 0.01 0.01 0.16 -0.391
H -1.629 5.834 0.485 -0.01 0.00 -0.13 0.201
H -0.238 4.842 0.232 -0.13 -0.07 -0.03 0.084
H 0.207 8.807 0.955 0.01 -0.01 -0.04 0.216
H -1.383 8.129 0.895 0.00 -0.01 -0.08 0.168
C -1.322 -3.163 -2.913 -0.33 -0.08 0.07 0.433
O -0.125 -3.364 -3.146 0.08 0.04 0.12 -0.660
N -2.259 -4.130 -3.025 -0.01 -0.26 -0.26 -0.246
N -1.781 -1.954 -2.502 0.21 0.08 0.17 -0.038
H -3.229 -3.968 -2.816 0.05 0.02 0.22 0.148
H -1.956 -5.045 -3.309 0.04 0.01 0.02 0.280
H -1.107 -1.219 -2.413 -0.16 0.23 -0.16 0.037
H -2.747 -1.774 -2.297 -0.06 -0.12 -0.12 0.129
C -0.742 -1.355 3.515 0.47 -0.10 0.18 0.672
O -1.371 -0.954 2.540 -0.45 0.17 -0.33 -0.637
N 0.512 -1.872 3.374 -0.16 -0.07 -0.11 -0.397
N -1.250 -1.310 4.773 0.03 0.03 -0.34 -0.306
H 1.056 -2.217 4.141 -0.03 0.04 0.04 0.161
H 0.903 -1.881 2.444 0.10 0.16 -0.03 0.232
H -2.174 -0.937 4.904 -0.02 -0.01 0.20 0.221
H -0.753 -1.628 5.582 0.00 -0.01 0.01 0.113
C -0.737 -0.897 -6.342 0.03 -0.05 0.07 0.517
O -1.767 -0.382 -5.931 0.02 0.02 -0.05 -0.701
N -0.272 -0.673 -7.616 0.01 0.07 -0.12 -0.336
N 0.041 -1.725 -5.601 -0.07 -0.03 0.17 -0.065
H 0.571 -1.087 -7.966 0.01 -0.05 0.07 0.168
H -0.812 -0.069 -8.204 -0.02 -0.01 0.02 0.211
H -0.230 -1.943 -4.658 -0.03 0.00 -0.11 0.017
H 0.888 -2.148 -5.951 0.11 0.19 -0.14 0.245
C -0.738 -6.400 -0.173 -0.06 0.08 0.02 0.599
O -0.450 -6.998 -1.195 -0.02 -0.03 -0.01 -0.664
N -0.953 -7.056 1.015 -0.01 -0.05 0.03 -0.374
N -0.877 -5.046 -0.121 0.09 0.04 0.01 -0.094
H -1.191 -6.589 1.869 0.01 0.03 -0.01 0.150
H -0.861 -8.054 1.010 0.00 0.00 -0.02 0.229
H -0.724 -4.533 -0.971 0.05 -0.01 -0.03 0.068
H -1.123 -4.545 0.712 -0.03 -0.01 0.00 0.115
C 3.301 -3.478 -6.242 0.15 -0.23 0.14 0.702
O 2.665 -2.492 -6.608 -0.01 0.12 -0.22 -0.716
N 2.801 -4.358 -5.332 -0.09 0.14 -0.09 -0.336
N 4.546 -3.739 -6.721 0.04 0.16 -0.11 -0.372
H 3.302 -5.165 -5.015 0.02 0.00 0.00 0.157
H 1.887 -4.175 -4.950 0.00 -0.03 0.09 0.138
H 4.933 -3.099 -7.397 0.05 -0.04 -0.07 0.134
H 5.098 -4.528 -6.445 -0.08 -0.04 0.06 0.154
C -4.029 -3.100 0.209 0.14 0.22 0.13 0.664
O -4.281 -3.267 -0.977 -0.06 0.02 -0.16 -0.731
N -3.444 -1.967 0.683 -0.23 -0.16 -0.09 -0.091
N -4.314 -4.052 1.149 0.02 -0.10 -0.02 -0.377
H -3.210 -1.812 1.648 0.21 0.03 0.01 0.068
H -3.217 -1.252 0.016 0.01 -0.01 0.00 0.101
H -4.740 -4.901 0.828 0.01 0.00 -0.02 0.223
H -4.122 -3.937 2.125 -0.03 0.07 0.00 0.164
C -0.998 3.738 3.681 0.02 0.09 0.05 0.527
O -0.592 3.188 2.673 0.00 -0.18 -0.07 -0.584
N -1.269 3.058 4.838 -0.14 -0.11 0.01 -0.298
N -1.210 5.087 3.738 -0.09 0.12 -0.03 -0.328
H -1.582 3.511 5.676 0.19 0.06 0.05 0.144
H -1.118 2.066 4.838 0.03 0.00 -0.03 0.148
H -1.014 5.611 2.903 0.09 -0.03 -0.04 0.184
H -1.537 5.564 4.557 0.07 -0.05 0.05 0.127
C 5.937 -0.534 -8.340 -0.15 0.11 0.15 0.681
O 6.126 -1.579 -8.945 0.00 -0.17 0.10 -0.667
N 4.719 -0.198 -7.831 0.01 -0.03 -0.14 -0.299
N 6.940 0.370 -8.119 0.06 -0.01 -0.04 -0.389
H 4.545 0.645 -7.318 0.02 -0.01 0.03 0.156
H 3.965 -0.852 -7.955 -0.05 -0.03 0.17 0.149
H 7.848 0.144 -8.481 -0.01 -0.01 -0.01 0.224
H 6.811 1.231 -7.624 -0.03 0.00 -0.01 0.161
C -3.553 -0.085 7.693 -0.06 0.10 0.04 0.632
O -3.175 -0.686 6.697 -0.02 -0.03 0.05 -0.677
N -3.756 -0.714 8.885 0.03 -0.04 -0.01 -0.408
N -3.799 1.255 7.680 0.03 0.01 -0.03 -0.370
H -4.066 -0.243 9.714 0.00 0.02 -0.01 0.162
H -3.586 -1.701 8.920 -0.01 0.00 -0.01 0.218
H -3.663 1.739 6.812 -0.03 -0.01 -0.02 0.204
H -4.108 1.770 8.482 0.00 -0.01 0.01 0.173
C 0.725 6.316 7.030 0.10 -0.02 -0.09 0.712
O 0.040 5.452 7.554 -0.16 0.01 -0.05 -0.652
N 1.828 6.019 6.285 0.04 -0.03 0.07 -0.390
N 0.437 7.649 7.143 -0.08 -0.01 0.00 -0.414
H 2.401 6.710 5.840 -0.03 0.01 -0.03 0.169
H 2.059 5.050 6.174 -0.03 0.00 -0.03 0.209
H -0.367 7.900 7.686 0.02 -0.01 0.03 0.213
H 0.987 8.372 6.721 0.02 -0.02 -0.01 0.160
```
Forces are in eV/Å.

The charge is 0. The value obtained for the maximum force is 0.0230 Eh/bohr. The orbital gap comes out at 8.602 eV.



(4)
C4H4N2 | the ωB97M-V functional and the def2-TZVPD basis

The geometry in XYZ format:
```
10
Properties=species:S:1:pos:R:3:forces:R:3:nbo_charge:R:1
C -0.926 -0.507 -0.015 -0.25 0.09 -0.05 -0.579
C 0.469 0.117 0.227 -0.07 0.09 0.10 -0.412
C 1.632 -0.620 -0.284 0.71 -0.31 -0.46 0.279
N 2.543 -1.273 -0.571 -1.02 0.74 0.22 -0.273
C 0.136 1.495 -0.171 -0.86 0.73 0.22 0.281
N -0.712 2.284 -0.155 1.43 0.25 -0.49 -0.286
H -1.563 0.219 0.546 -0.05 -1.73 0.22 0.245
H -0.916 -1.595 0.139 -0.43 0.51 0.60 0.232
H -1.290 -0.330 -1.026 0.51 -0.12 -0.30 0.229
H 0.626 0.209 1.309 0.03 -0.25 -0.07 0.283
```
Forces are in eV/Å.

The charge is 0. The value obtained for the maximum force is 0.0339 Eh/bohr. The orbital gap comes out at 12.385 eV. Its SMILES is CC(C#N)C#N. The value obtained for the energy above the lowest of the compared OMol25 structures with the same formula, charge and spin is 35.5 kcal/mol.



(5)
C19H21N3O3 | the ωB97M-V functional and the def2-TZVPD basis

The geometry in XYZ format:
```
46
Properties=species:S:1:pos:R:3:forces:R:3:nbo_charge:R:1
C -5.759 -0.361 2.594 -0.06 0.07 0.09 -0.251
O -5.024 -0.532 1.401 0.11 -0.01 -0.31 -0.564
C -5.598 0.103 0.285 -0.22 -0.17 -0.36 0.375
C -4.852 -0.423 -0.963 -0.28 0.15 0.20 -0.270
N -3.445 -0.610 -0.729 -0.07 -0.16 0.18 -0.612
C -2.490 0.091 -1.384 -0.15 -0.22 0.06 0.673
O -2.757 0.901 -2.255 0.06 0.19 -0.13 -0.639
C -1.089 -0.197 -0.964 0.26 -0.04 -0.01 -0.166
C -0.140 0.808 -1.214 -0.04 0.03 -0.01 -0.161
C 1.188 0.665 -0.880 0.08 0.12 -0.03 -0.264
C 1.562 -0.527 -0.277 -0.72 -0.29 -0.08 0.179
C 0.625 -1.567 -0.055 0.46 0.68 -0.09 0.074
C -0.711 -1.403 -0.394 0.07 0.21 -0.06 -0.172
N 1.267 -2.649 0.496 -0.05 -0.58 0.15 -0.444
C 2.508 -2.299 0.592 -0.13 -0.20 0.11 0.227
N 2.770 -1.029 0.151 -0.27 -0.13 0.00 -0.390
C 4.017 -0.386 0.166 0.62 0.21 -0.02 0.146
C 5.158 -1.082 -0.213 -0.22 0.01 0.01 -0.246
C 6.384 -0.441 -0.185 0.06 0.03 0.06 -0.171
C 6.474 0.881 0.210 -0.03 -0.03 0.00 -0.227
C 5.338 1.586 0.596 0.00 -0.09 -0.05 0.004
C 5.446 3.017 1.023 0.02 0.02 -0.01 -0.632
C 4.111 0.940 0.576 0.00 -0.12 -0.03 -0.197
O -5.632 1.492 0.414 -0.12 -0.07 0.07 -0.541
C -4.375 2.149 0.432 0.09 0.06 0.01 -0.276
H -6.746 -0.830 2.509 0.02 0.01 0.04 0.169
H -5.889 0.699 2.830 0.02 -0.07 0.02 0.184
H -5.184 -0.848 3.378 -0.09 0.02 0.05 0.194
H -6.665 -0.168 0.204 0.25 -0.01 0.03 0.158
H -5.301 -1.381 -1.245 -0.03 0.12 -0.01 0.201
H -4.966 0.287 -1.785 -0.05 -0.14 0.10 0.249
H -3.209 -1.148 0.090 0.12 0.12 -0.05 0.411
H -0.487 1.710 -1.694 -0.02 0.06 -0.05 0.238
H 1.906 1.441 -1.097 0.02 0.09 -0.01 0.224
H -1.400 -2.218 -0.243 -0.10 -0.10 0.02 0.222
H 3.278 -2.922 1.005 0.25 -0.04 0.08 0.203
H 5.081 -2.109 -0.536 -0.02 -0.08 -0.06 0.222
H 7.273 -0.977 -0.480 0.07 -0.05 -0.03 0.217
H 7.434 1.375 0.223 0.11 0.05 0.00 0.213
H 6.193 3.124 1.808 0.02 0.07 0.06 0.223
H 5.756 3.636 0.183 0.00 0.09 -0.01 0.224
H 4.494 3.388 1.393 -0.03 0.07 0.04 0.217
H 3.221 1.460 0.897 -0.09 0.05 0.04 0.215
H -3.928 2.181 -0.565 0.00 0.00 0.02 0.194
H -3.686 1.663 1.129 0.00 0.06 -0.01 0.176
H -4.579 3.164 0.768 0.08 -0.01 0.00 0.192
```
Forces are in eV/Å.

The charge is 0. The value obtained for the maximum force is 0.0161 Eh/bohr. The orbital gap comes out at 9.294 eV. Its SMILES is COC(CNC(=O)c1ccc2c(c1)ncn2-c1cccc(C)c1)OC. The value obtained for the energy above the lowest of the compared OMol25 structures with the same formula, charge and spin is 37.1 kcal/mol.